This record from OMol25 describes a cluster of 9 separate species, C15H42Cl6O6 in total. The level of theory is ωB97M-V/def2-TZVPD.

## Properties
Strongest force on any atom in eV Å⁻¹: 3.0
Gap between HOMO and LUMO in eV: 10.128
SMILES string: ClCCl.ClCCl.ClCCl.CCO.CCO.CCO.CCO.CCO.CCO
Highest occupied orbital energy in eV: -9.72

Each line ends with the natural charge from an NBO analysis.
Atoms and positions in Å:
Cl: 9.462 8.961 8.583  -0.0398
Cl: 5.289 8.352 7.562  -0.0448
Cl: 7.527 7.098 5.960  0.0022
Cl: 10.402 7.173 4.900  -0.0228
Cl: 11.389 11.005 8.948  -0.0156
Cl: 13.087 7.605 4.026  -0.0428
O: 7.718 10.809 11.801  -0.7518
O: 9.894 16.655 8.049  -0.7347
O: 7.933 7.955 12.614  -0.7389
O: 6.138 14.627 8.126  -0.7479
O: 8.593 14.752 10.000  -0.7458
O: 10.578 5.153 10.809  -0.7210
C: 10.143 10.118 9.751  -0.4234
C: 11.372 14.849 7.155  -0.6398
C: 11.381 7.200 11.594  -0.6394
C: 8.067 14.302 11.199  -0.0506
C: 5.890 13.375 7.501  -0.0644
C: 5.609 10.510 10.786  -0.6322
C: 7.510 15.435 12.103  -0.6305
C: 6.406 6.680 10.984  -0.6395
C: 7.275 12.681 7.484  -0.6392
C: 11.804 8.243 5.097  -0.3949
C: 10.694 16.193 6.926  -0.0642
C: 5.811 7.304 6.215  -0.4085
C: 6.349 10.931 12.023  -0.0577
C: 11.170 5.775 11.898  -0.0595
C: 7.636 6.750 11.949  -0.0620
H: 10.485 7.807 11.629  0.2042
H: 12.065 7.705 12.250  0.2145
H: 7.994 13.270 6.847  0.2215
H: 12.167 5.281 12.191  0.1492
H: 12.132 14.931 7.956  0.2100
H: 7.526 12.619 8.567  0.2088
H: 11.943 14.614 6.285  0.2120
H: 10.563 5.629 12.812  0.1621
H: 8.242 11.105 12.555  0.4839
H: 5.573 13.565 6.474  0.1595
H: 6.286 5.666 10.585  0.2140
H: 11.619 9.294 4.784  0.2308
H: 6.033 10.366 12.862  0.1736
H: 9.938 4.474 11.118  0.4750
H: 7.233 11.654 7.088  0.2243
H: 10.602 9.549 10.548  0.2229
H: 7.285 13.578 11.104  0.1512
H: 11.481 16.918 6.815  0.1713
H: 9.367 10.847 10.113  0.2527
H: 5.453 7.823 5.326  0.2229
H: 10.005 16.097 6.099  0.1576
H: 6.830 16.037 11.567  0.2037
H: 5.108 12.804 7.982  0.1644
H: 5.712 9.447 10.577  0.2158
H: 8.807 13.797 11.775  0.1572
H: 5.467 6.922 11.399  0.2020
H: 11.917 7.248 10.626  0.2167
H: 8.480 6.530 11.304  0.1640
H: 7.566 5.988 12.740  0.1644
H: 8.319 16.094 12.477  0.2076
H: 6.172 11.993 12.277  0.1524
H: 8.023 8.679 11.941  0.4792
H: 5.946 10.993 9.918  0.2094
H: 4.520 10.677 10.876  0.2169
H: 5.268 15.038 8.348  0.4802
H: 7.065 15.063 13.006  0.2004
H: 5.368 6.301 6.373  0.2272
H: 6.634 7.420 10.230  0.2053
H: 10.618 14.068 7.378  0.2055
H: 7.868 14.704 9.339  0.5012
H: 9.664 15.841 8.527  0.4782
H: 12.142 8.172 6.165  0.2357